Record 1
Molecular formula: C22H32I2NO3P2W
Method: DFT, ωB97M-V/def2-TZVPD

Each line ends with the Löwdin charge.
Atoms and positions in Å:
I1 -1.061 0.930 -6.521  0.61
I2 1.515 0.729 -6.352  0.58
W1 -0.112 0.535 -1.628  0.89
P1 -0.720 -1.487 -2.469  0.66
C1 -1.118 -2.678 -1.153  -0.19
C2 -1.654 -1.976 -3.905  -0.24
H1 -1.442 -3.040 -4.075  0.08
H2 0.936 -2.958 -3.276  0.08
H3 -1.359 -1.385 -4.787  -0.04
H4 1.340 -1.246 -3.728  0.00
H5 -2.038 -2.354 -0.660  0.05
H6 -2.720 -1.823 -3.702  0.07
C3 1.008 -1.917 -2.924  -0.24
H7 -1.271 -3.666 -1.616  0.08
H8 1.639 -1.847 -2.023  0.05
H9 -0.305 -2.716 -0.419  0.05
P2 -0.293 2.783 -2.351  0.63
C4 -0.364 3.646 -0.745  -0.21
C5 1.207 3.389 -3.190  -0.25
H10 -1.656 2.899 -4.325  -0.03
H11 -1.501 4.492 -3.466  0.08
H12 -2.596 3.207 -2.827  0.07
C6 -1.657 3.411 -3.351  -0.23
H13 1.335 2.820 -4.127  -0.03
H14 1.040 4.464 -3.373  0.07
H15 -0.360 4.728 -0.953  0.08
H16 0.509 3.394 -0.139  0.05
H17 2.068 3.237 -2.519  0.06
H18 -1.274 3.383 -0.205  0.05
C7 -1.826 0.734 -0.614  -0.29
O1 -2.707 0.903 0.147  0.09
C8 0.343 -4.188 2.891  -0.02
C9 -0.546 -2.990 2.802  -0.21
C10 -1.850 -3.136 2.340  0.01
C11 -2.707 -2.037 2.245  -0.03
C12 -2.241 -0.771 2.582  0.01
C13 -0.884 -0.601 2.910  -0.18
N1 -0.405 0.695 3.006  0.20
C14 0.818 1.227 2.597  -0.18
C15 1.177 2.504 3.081  0.03
C16 2.413 3.044 2.741  -0.03
C17 3.310 2.335 1.924  -0.02
C18 2.940 1.084 1.421  0.01
C19 1.681 0.569 1.700  -0.11
C20 1.094 -0.520 0.879  -0.54
O2 1.626 -1.630 0.736  0.09
O3 -0.094 -0.145 0.412  -0.25
C21 -0.080 -1.724 3.176  -0.14
C22 1.242 -1.593 3.853  0.01
H19 1.262 -4.048 2.307  0.10
H20 0.628 -4.405 3.931  0.10
H21 -0.173 -5.070 2.494  0.09
H22 -2.198 -4.137 2.063  0.14
H23 -3.746 -2.170 1.927  0.13
H24 -2.893 0.100 2.578  0.13
H25 -1.093 1.399 3.265  0.18
H26 0.469 3.051 3.709  0.14
H27 2.679 4.039 3.105  0.13
H28 4.292 2.764 1.677  0.13
H29 3.620 0.488 0.808  0.14
H30 2.070 -1.689 3.128  0.10
H31 1.340 -0.638 4.383  0.10
H32 1.345 -2.395 4.601  0.11

Output
Spin multiplicity   3
<S²>   2.04
Net charge   +3
HOMO energy (alpha / beta)   -16.0 / -16.0 eV
LUMO (alpha / beta)   -0.432 / -0.515 Ha

Record 2
Molecular formula: C22H32MgN2OSSbSe4
Method: DFT, ωB97M-V/def2-TZVPD

Each line ends with the Löwdin charge.
Atoms and positions in Å:
Mg1 -2.027 -1.295 1.250  0.32
C1 4.758 0.588 2.168  -0.05
C2 4.325 -0.295 0.989  -0.56
C3 4.650 0.427 -0.324  -0.06
C4 5.141 -1.591 1.024  -0.07
C5 2.826 -0.569 1.115  -0.18
C6 2.339 -1.778 1.699  -0.04
C7 0.986 -1.967 1.773  -0.17
N1 0.060 -1.085 1.370  -0.01
C8 0.505 0.134 0.881  -0.21
C9 1.899 0.354 0.725  0.02
C10 -0.494 1.096 0.557  -0.21
C11 -0.216 2.428 0.162  0.02
C12 -1.222 3.336 -0.047  -0.17
C13 -2.554 2.899 0.139  -0.02
C14 -2.776 1.591 0.499  -0.11
N2 -1.800 0.697 0.691  0.01
C15 -0.881 4.767 -0.463  -0.56
C16 -2.127 5.644 -0.591  -0.07
C17 -0.168 4.740 -1.822  -0.05
C18 0.045 5.400 0.584  -0.05
H1 5.836 0.773 2.136  0.08
H2 4.520 0.106 3.118  0.09
H3 4.240 1.549 2.140  0.08
H4 5.729 0.584 -0.401  0.08
H5 4.173 1.405 -0.386  0.07
H6 4.325 -0.163 -1.183  0.09
H7 6.193 -1.365 0.835  0.08
H8 4.800 -2.295 0.262  0.09
H9 5.081 -2.084 1.995  0.07
H10 2.999 -2.552 2.058  0.09
H11 0.595 -2.896 2.180  0.11
H12 2.223 1.282 0.275  0.09
H13 0.815 2.735 0.050  0.10
H14 -3.400 3.554 0.008  0.10
H15 -3.785 1.218 0.645  0.10
H16 -2.809 5.264 -1.353  0.09
H17 -1.831 6.655 -0.880  0.08
H18 -2.670 5.709 0.353  0.09
H19 -0.802 4.277 -2.580  0.09
H20 0.762 4.172 -1.770  0.08
H21 0.071 5.757 -2.145  0.08
H22 -0.429 5.404 1.567  0.09
H23 0.275 6.433 0.308  0.08
H24 0.987 4.857 0.668  0.07
Se1 -6.767 -4.250 1.446  -0.27
Sb1 -5.564 -2.237 0.916  -0.38
Se2 -3.995 -1.658 2.813  -0.04
Se3 -7.072 -0.215 0.781  -0.06
Se4 -4.879 -1.797 -1.390  -0.15
O1 -2.007 -2.965 0.107  -0.65
S1 -0.904 -3.597 -0.725  0.99
C19 -1.275 -5.377 -0.618  -0.29
C20 -1.496 -5.884 -2.038  -0.23
C21 -2.244 -4.751 -2.750  -0.23
C22 -1.461 -3.482 -2.451  -0.32
H25 -2.200 -5.393 -0.040  0.11
H26 -0.481 -5.875 -0.065  0.09
H27 -2.074 -6.809 -2.024  0.11
H28 -0.541 -6.095 -2.527  0.11
H29 -3.244 -4.646 -2.320  0.11
H30 -2.347 -4.914 -3.823  0.11
H31 -2.055 -2.569 -2.513  0.06
H32 -0.558 -3.382 -3.058  0.09

Output
Net charge   -1
HOMO energy (alpha / beta)   -4.2 / -2.9 eV
LUMO (alpha / beta)   0.068 / 0.058 Ha